Record 1
{"formula": "C17H17ClO3PdS", "method": "wB97M-V/def2-TZVPD", "symbols": ["C", "C", "C", "H", "C", "C", "H", "H", "H", "H", "Pd", "Cl", "C", "C", "C", "H", "C", "C", "H", "H", "H", "H", "C", "C", "C", "C", "C", "C", "C", "S", "O", "O", "O", "H", "H", "H", "H", "H", "H", "H"], "xyz": [[1.839, -2.358, -0.533], [1.791, -2.559, -1.947], [0.408, -2.737, -2.315], [2.681, -2.624, -2.577], [-0.375, -2.611, -1.122], [0.507, -2.363, -0.036], [0.213, -2.188, 0.996], [2.717, -2.134, 0.058], [0.009, -3.001, -3.293], [-1.449, -2.674, -1.025], [0.700, 0.222, -2.387], [2.554, 0.690, -0.436], [0.785, 1.865, -3.525], [-0.460, 1.178, -3.719], [-0.174, -0.149, -4.170], [-1.448, 1.583, -3.563], [1.250, -0.276, -4.277], [1.842, 0.968, -3.882], [2.901, 1.168, -3.795], [0.906, 2.855, -3.116], [-0.903, -0.912, -4.435], [1.775, -1.139, -4.681], [-0.045, 1.238, 5.759], [-0.496, 1.074, 4.339], [-1.188, -0.086, 3.965], [-1.688, -0.211, 2.670], [-1.494, 0.828, 1.751], [-0.678, 1.912, 2.079], [-0.204, 2.057, 3.379], [-2.166, 0.751, 0.078], [-2.321, -0.683, -0.131], [-3.389, 1.535, 0.087], [-1.062, 1.394, -0.672], [-0.880, 1.125, 6.459], [0.699, 0.486, 6.044], [0.397, 2.222, 5.928], [-1.342, -0.874, 4.711], [-2.197, -1.118, 2.368], [-0.393, 2.609, 1.303], [0.380, 2.940, 3.658]], "lowdin_charge": [-0.0697, -0.0375, -0.0365, 0.1258, -0.0045, 0.0202, 0.1339, 0.0891, 0.1178, 0.1094, 0.9470, -0.1634, -0.1843, -0.1790, -0.2027, 0.1233, -0.2177, -0.2011, 0.1119, 0.1248, 0.1152, 0.1132, -0.0688, -0.2861, -0.0535, -0.0717, -0.2598, -0.0588, -0.0338, 0.4479, -0.3730, -0.3226, -0.4200, 0.0796, 0.0794, 0.0716, 0.1129, 0.1019, 0.1070, 0.1125], "spin_multiplicity": 5, "homo_lumo_gap_ev": [8.14, 4.16], "e_lumo_ha": [0.00379, -0.14839], "s2": 6.0104}

=====

Record 2
{"formula": "C4H10O2", "method": "wB97M-V/def2-TZVPD", "symbols": ["C", "O", "C", "C", "O", "C", "H", "H", "H", "H", "H", "H", "H", "H", "H", "H"], "xyz": [[2.863, -0.167, -0.247], [1.564, 0.360, -0.355], [0.640, -0.331, 0.459], [-0.709, 0.301, 0.305], [-1.739, -0.491, 0.174], [-2.937, -0.069, -0.205], [3.505, 0.428, -0.902], [3.249, -0.107, 0.783], [2.904, -1.220, -0.569], [0.580, -1.393, 0.175], [0.989, -0.291, 1.509], [-0.892, 1.295, 0.706], [-1.172, 0.837, -1.576], [-3.738, -0.770, 0.013], [-3.164, 0.986, -0.080], [-1.909, 0.554, -1.782]], "lowdin_charge": [-0.1233, -0.1939, -0.2143, -0.1785, -0.1537, -0.0914, 0.0893, 0.0878, 0.0898, 0.1323, 0.1263, 0.1307, 0.0893, 0.0674, 0.0639, 0.0781], "homo_lumo_gap_ev": [8.29, 8.42], "e_above_lowest_kj_mol": 544.2, "e_lumo_ha": [0.02236, 0.02407]}

=====

Record 3
{"formula": "C5H10N2O2", "method": "wB97M-V/def2-TZVPD", "symbols": ["C", "C", "N", "C", "C", "N", "C", "O", "O", "H", "H", "H", "H", "H", "H", "H", "H", "H", "H"], "xyz": [[-1.265, 0.676, -1.648], [-0.581, 0.313, 2.080], [-0.018, 0.905, -0.920], [0.758, -1.856, 1.627], [0.199, -0.507, 1.096], [1.022, 1.531, -1.647], [0.422, -0.099, -0.136], [1.312, -2.623, 0.724], [0.718, -2.066, 2.816], [1.415, -2.048, -0.280], [0.720, 2.464, -1.905], [1.233, 1.004, -2.500], [1.087, -1.049, -0.842], [-1.645, 1.629, -2.018], [-1.990, 0.227, -0.974], [-1.094, 0.002, -2.497], [-0.784, 1.307, 1.690], [-1.511, -0.196, 2.338], [0.002, 0.386, 2.997]], "lowdin_charge": [-0.0457, -0.0332, -0.2877, -0.5338, -0.1621, 0.0561, -0.1225, 0.0372, 0.1022, 0.1567, 0.0836, 0.0810, 0.1544, 0.0831, 0.0890, 0.0843, 0.0793, 0.0921, 0.0861], "homo_lumo_gap_ev": 9.90, "e_above_lowest_kj_mol": 390.6, "e_lumo_ha": 0.02070}

=====

Record 4
{"formula": "C13H19I2NO2SiZn", "method": "wB97M-V/def2-TZVPD", "symbols": ["C", "C", "Si", "C", "C", "C", "C", "C", "C", "C", "C", "O", "N", "O", "C", "I", "C", "C", "I", "H", "H", "H", "H", "H", "H", "H", "H", "H", "H", "H", "H", "H", "H", "H", "H", "H", "H", "H", "Zn"], "xyz": [[-0.060, -0.171, 3.051], [-0.318, 1.137, 2.204], [-0.832, 0.828, 0.433], [0.672, 0.198, -0.533], [1.037, -1.268, -0.398], [0.217, -2.278, 0.065], [0.639, -3.599, 0.110], [1.926, -3.993, -0.324], [2.769, -3.009, -0.768], [2.355, -1.669, -0.824], [3.380, -0.700, -1.350], [-2.230, -0.117, 0.261], [-2.872, -0.354, 1.535], [-3.497, 0.553, 1.885], [-1.248, 2.548, -0.374], [-2.128, 3.928, 0.972], [-2.155, 2.197, -1.613], [-3.669, 2.329, -1.369], [-1.611, 3.421, -3.316], [-0.319, -1.102, 2.535], [0.963, -0.173, 3.448], [-0.706, -0.134, 3.942], [-1.046, 1.735, 2.774], [0.616, 1.724, 2.235], [1.534, 0.787, -0.150], [0.573, 0.507, -1.594], [-0.792, -2.053, 0.407], [-0.067, -4.354, 0.462], [2.192, -5.048, -0.295], [3.765, -3.282, -1.120], [3.854, -1.026, -2.286], [2.990, 0.340, -1.414], [4.201, -0.688, -0.572], [-0.295, 2.898, -0.809], [-1.977, 1.164, -1.950], [-3.980, 3.378, -1.291], [-4.041, 1.718, -0.539], [-4.171, 1.954, -2.278], [4.333, 1.671, -1.152]], "lowdin_charge": [-0.1130, -0.3003, 0.4971, -0.1508, -0.1721, -0.0297, 0.0159, -0.0026, -0.0159, -0.1595, -0.1480, -0.1986, 0.0012, 0.1111, -0.8065, 1.1479, -0.8742, -0.2250, 1.0060, 0.0474, 0.0796, 0.0866, 0.0433, 0.0873, 0.0698, 0.1174, 0.1054, 0.1351, 0.1345, 0.1376, 0.1203, -0.0955, 0.0878, 0.0217, 0.0609, 0.0514, 0.0690, 0.0877, 0.9696], "charge": 2, "homo_lumo_gap_ev": 2.26, "e_lumo_ha": -0.44481}

=====

Record 5
{"formula": "C14H28B2FINO9", "method": "wB97M-V/def2-TZVPD", "symbols": ["N", "C", "O", "C", "C", "C", "I", "C", "O", "B", "F", "C", "B", "O", "O", "O", "H", "H", "H", "H", "H", "H", "H", "H", "H", "H", "H", "H", "O", "C", "O", "C", "C", "C", "H", "H", "H", "H", "H", "H", "H", "H", "O", "C", "O", "C", "C", "C", "H", "H", "H", "H", "H", "H", "H", "H"], "xyz": [[-1.845, 2.516, 7.606], [-2.397, 1.762, 6.574], [-2.739, 0.614, 6.743], [-2.638, 2.459, 5.243], [-2.239, 1.620, 4.034], [-0.772, 1.497, 3.590], [0.674, 2.385, 5.128], [-0.426, 2.216, 2.279], [0.769, 1.624, 1.891], [0.640, 0.194, 2.266], [0.082, -0.541, 1.185], [2.023, -0.504, 2.761], [3.296, 0.134, 2.164], [3.958, -0.413, 1.040], [3.856, 1.298, 2.636], [-0.416, 0.238, 3.367], [-1.103, 2.011, 8.073], [-1.473, 3.396, 7.271], [-3.722, 2.600, 5.186], [-2.185, 3.451, 5.209], [-2.616, 0.607, 4.162], [-2.753, 2.056, 3.173], [-0.318, 3.299, 2.367], [-1.242, 1.955, 1.584], [1.964, -1.567, 2.508], [2.012, -0.423, 3.855], [4.450, -1.191, 1.311], [3.415, 1.581, 3.443], [1.337, -0.256, -5.036], [1.839, -0.150, -3.940], [1.209, 0.565, -3.007], [1.746, 0.726, -1.672], [2.750, 1.854, -1.603], [3.195, -0.754, -3.647], [2.163, -0.211, -1.309], [0.891, 0.952, -1.039], [3.625, 1.661, -2.227], [3.080, 1.973, -0.571], [2.292, 2.785, -1.940], [3.954, -0.037, -3.964], [3.296, -1.648, -4.255], [3.368, -0.998, -2.604], [-4.075, -4.416, -3.385], [-3.244, -3.935, -4.109], [-2.514, -2.898, -3.665], [-1.422, -2.346, -4.422], [-1.894, -1.339, -5.447], [-3.056, -4.439, -5.525], [-0.839, -3.148, -4.876], [-0.787, -1.865, -3.681], [-2.555, -1.801, -6.182], [-1.035, -0.909, -5.960], [-2.440, -0.536, -4.952], [-3.774, -3.922, -6.163], [-3.297, -5.498, -5.529], [-2.063, -4.289, -5.936]], "lowdin_charge": [0.1049, -0.5859, 0.0584, -0.1729, -0.1480, -0.7085, 0.8241, -0.2458, -0.0248, -0.9611, 0.0856, 0.0397, -0.6847, 0.0958, 0.1475, 0.0194, 0.0860, 0.0490, 0.1208, 0.0837, 0.1277, 0.1166, 0.1143, 0.1344, 0.0954, 0.0854, 0.0832, 0.0643, 0.0666, -0.5397, 0.0098, -0.2018, -0.0470, 0.0151, 0.1077, 0.1222, 0.0685, 0.0837, 0.0815, 0.0914, 0.0850, 0.0733, 0.0949, -0.5349, 0.0077, -0.2241, -0.0605, 0.0049, 0.1103, 0.1186, 0.0641, 0.0689, 0.0870, 0.0905, 0.0855, 0.0665], "charge": -1, "homo_lumo_gap_ev": 8.50, "e_lumo_ha": 0.08804}